# 1
A structure of composition C31H26F12N4OPTc at a distorted geometry, computed with wB97M-V/def2-TZVPD.

As for the LUMO energy (alpha / beta): -4.50 / -4.00 eV. As for the calculated total energy: -84668.0901 eV. The calculation puts the gap between HOMO and LUMO (alpha / beta) at 6.0 / 6.7 eV. The max |F| comes out at 3.41 eV/A. As for the total charge: +1. As for the spin multiplicity: 2.

Each line ends with the Mulliken charge.
Element x y z (Å)
1 Tc 0.03 0.17 -0.13  -0.6735
2 C -0.57 -0.08 -3.42  -1.4608
3 N 0.58 0.16 -2.55  1.1055
4 C 1.11 1.50 -2.75  -1.5991
5 C 2.04 1.92 -1.61  -0.6749
6 N 1.38 1.73 -0.33  1.5535
7 C 1.77 2.59 0.65  -0.2069
8 C 0.87 2.99 1.66  -0.8337
9 F -0.41 2.55 1.61  -0.4374
10 C 1.21 3.87 2.68  0.0910
11 F 0.27 4.24 3.56  -0.3158
12 C 2.50 4.38 2.77  0.6537
13 F 2.83 5.21 3.75  -0.3067
14 C 3.43 4.00 1.80  0.1832
15 F 4.68 4.44 1.86  -0.2917
16 C 3.07 3.14 0.77  0.6720
17 F 4.03 2.80 -0.10  -0.3623
18 C 1.60 -0.87 -2.71  -0.8982
19 C 1.43 -1.94 -1.62  -1.0040
20 N 1.39 -1.31 -0.32  0.6600
21 C 2.42 -1.68 0.55  -1.0584
22 C 2.18 -2.58 1.60  0.7391
23 F 0.95 -3.08 1.72  -0.4115
24 C 3.16 -2.95 2.51  0.3537
25 F 2.88 -3.80 3.49  -0.3578
26 C 4.45 -2.43 2.39  0.7070
27 F 5.40 -2.77 3.24  -0.2974
28 C 4.73 -1.53 1.36  0.3298
29 F 5.94 -1.01 1.25  -0.3159
30 C 3.73 -1.19 0.45  -0.0949
31 F 4.03 -0.34 -0.54  -0.3412
32 H -0.33 0.14 -4.46  0.3010
33 H -1.40 0.55 -3.10  0.1113
34 H -0.87 -1.12 -3.35  0.5347
35 H 0.26 2.19 -2.78  0.2428
36 H 1.65 1.59 -3.70  0.3766
37 H 2.29 2.98 -1.76  0.6392
38 H 2.98 1.36 -1.67  0.2785
39 H 2.60 -0.44 -2.60  0.3338
40 H 1.54 -1.33 -3.70  0.4577
41 H 2.25 -2.66 -1.69  0.5216
42 H 0.49 -2.48 -1.78  0.4300
43 F 2.60 -0.21 4.66  -0.4063
44 C 1.46 -0.42 3.99  -0.3939
45 C 1.34 0.08 2.71  0.4964
46 C 0.22 -0.20 1.93  0.7890
47 C -0.81 -0.97 2.51  0.0661
48 C -0.67 -1.43 3.83  0.6301
49 F -1.62 -2.18 4.39  -0.3551
50 C 0.47 -1.18 4.58  -0.8204
51 C -1.89 -1.34 1.61  0.4085
52 C -3.11 -1.90 1.98  -1.1691
53 C -4.06 -2.19 1.02  -0.5114
54 C -3.75 -1.93 -0.31  -1.1569
55 C -2.53 -1.37 -0.61  -0.2521
56 N -1.61 -1.07 0.31  0.7536
57 H 2.17 0.63 2.29  0.9403
58 H 0.58 -1.61 5.56  0.5496
59 H -3.33 -2.10 3.02  0.5780
60 H -5.02 -2.61 1.30  0.4758
61 H -4.45 -2.16 -1.10  0.5129
62 H -2.27 -1.16 -1.63  0.3982
63 C -3.37 3.24 0.64  -1.1890
64 P -2.24 2.96 -0.75  1.1247
65 C -3.23 3.04 -2.29  -1.1757
66 C -1.11 4.39 -0.85  -0.9672
67 O -1.56 1.61 -0.69  -0.8872
68 H -3.86 4.20 0.53  0.4519
69 H -2.82 3.23 1.58  0.2924
70 H -4.12 2.45 0.66  0.3517
71 H -3.81 3.96 -2.31  0.4715
72 H -3.92 2.19 -2.32  0.3352
73 H -2.58 3.00 -3.15  0.3778
74 H -1.69 5.27 -1.09  0.5343
75 H -0.36 4.23 -1.62  0.2417
76 H -0.61 4.56 0.11  0.1711

=====

# 2
A structure of composition C31H26GeI2MoN2O at a distorted geometry, computed with wB97M-V/def2-TZVPD.

As for the LUMO energy (alpha / beta): -10.54 / -11.99 eV. As for the calculated total energy: -112140.5977 eV. The calculation puts the gap between HOMO and LUMO (alpha / beta) at 5.5 / 4.2 eV. The max |F| comes out at 1.94 eV/A. As for the total charge: +3. As for the spin multiplicity: 4.

Each line ends with the Mulliken charge.
Element x y z (Å)
1 Mo -0.05 0.65 1.33  -0.1416
2 I -3.19 3.47 6.40  0.2845
3 C -2.32 2.97 4.57  -0.2934
4 C -0.94 3.11 4.41  -0.4143
5 C -0.39 2.85 3.17  0.6482
6 I 1.69 2.54 2.76  0.1152
7 C -1.19 2.48 2.08  0.0426
8 O -0.72 2.32 0.83  -0.4773
9 C -2.55 2.15 2.32  0.0566
10 C -3.12 1.33 1.19  -0.8234
11 N -2.25 0.11 1.06  0.0048
12 C -2.51 -0.85 2.16  -0.4580
13 C -1.38 -1.82 2.26  0.3615
14 C -1.50 -3.11 2.73  -1.0470
15 C -0.37 -3.91 2.83  -0.3445
16 C 0.86 -3.38 2.47  -0.9035
17 C 0.92 -2.08 2.01  -0.1472
18 N -0.18 -1.30 1.91  0.2080
19 C -3.11 2.42 3.55  -0.4146
20 H -0.32 3.40 5.25  0.4360
21 H -3.05 1.88 0.25  0.4052
22 H -4.16 1.06 1.36  0.4588
23 H -2.45 -0.35 0.17  -0.0590
24 H -3.47 -1.36 2.02  0.5775
25 H -2.57 -0.29 3.10  0.3430
26 H -2.48 -3.49 3.02  0.5454
27 H -0.45 -4.93 3.19  0.4888
28 H 1.77 -3.97 2.52  0.5051
29 H 1.87 -1.64 1.71  0.5237
30 H -4.15 2.19 3.73  0.5065
31 C 4.38 -2.80 -0.93  -0.6129
32 C 3.27 -3.07 -1.72  -0.7308
33 C 2.24 -2.14 -1.81  -0.0413
34 C 2.31 -0.96 -1.07  0.6125
35 C 3.44 -0.68 -0.30  -0.7421
36 C 4.47 -1.61 -0.21  -0.5519
37 Ge 0.81 0.32 -0.99  1.1919
38 C -0.76 -0.42 -1.93  0.2902
39 C -1.41 0.30 -2.92  -0.3261
40 C -2.49 -0.26 -3.60  -0.7407
41 C -2.92 -1.53 -3.28  -0.7406
42 C -2.29 -2.26 -2.27  -0.6880
43 C -1.21 -1.70 -1.59  -0.0192
44 C 1.64 1.76 -2.10  0.4291
45 C 1.87 3.06 -1.65  -0.1651
46 C 2.30 4.00 -2.56  -0.5250
47 C 2.60 3.62 -3.89  -0.3983
48 C 2.39 2.32 -4.33  -0.7526
49 C 1.97 1.37 -3.43  -0.1849
50 H 5.19 -3.51 -0.89  0.4629
51 H 3.21 -3.99 -2.29  0.4785
52 H 1.38 -2.34 -2.45  0.4889
53 H 3.53 0.27 0.22  0.3651
54 H 5.35 -1.40 0.38  0.4637
55 H -1.07 1.30 -3.18  0.4425
56 H -2.97 0.30 -4.39  0.4816
57 H -3.76 -1.97 -3.81  0.4491
58 H -2.62 -3.26 -2.04  0.4926
59 H -0.69 -2.28 -0.83  0.5557
60 H 1.65 3.35 -0.63  0.1813
61 H 2.42 5.03 -2.25  0.4708
62 H 3.03 4.35 -4.56  0.4561
63 H 2.61 2.03 -5.35  0.4748
64 H 1.86 0.33 -3.74  0.4448

=====

# 3
The molecule C31H26N2O3 at a distorted geometry, computed with wB97M-V/def2-TZVPD.

As for the LUMO energy: -1.20 eV. As for the calculated total energy: -41688.5158 eV. The calculation puts the gap between HOMO and LUMO at 5.7 eV. The max |F| comes out at 3.53 eV/A. As for the spin multiplicity: 1.

Each line ends with the Mulliken charge.
Element x y z (Å)
1 C 1.74 -4.00 2.52  -0.5355
2 C 0.68 -4.26 1.65  -0.5036
3 C -0.31 -3.31 1.45  -0.6392
4 C -0.26 -2.04 2.02  0.3903
5 C -1.37 -1.09 1.52  -0.0873
6 C -1.08 0.41 1.18  -0.9037
7 N -2.10 1.25 1.82  0.7274
8 C -3.47 1.03 1.65  0.1416
9 C -4.38 2.06 1.84  -0.7630
10 C -4.01 3.24 2.48  -0.2268
11 C -2.67 3.34 2.87  -0.6749
12 C -1.76 2.34 2.61  0.0508
13 O -2.49 -1.62 1.27  -0.6896
14 C 0.78 -1.78 2.94  0.1076
15 C 1.80 -2.74 3.12  -0.7084
16 H 2.55 -4.72 2.64  0.3952
17 H 0.62 -5.21 1.15  0.5883
18 H -1.12 -3.56 0.77  0.3548
19 H -0.08 0.72 1.55  0.4368
20 H -3.78 0.07 1.24  0.4293
21 H -5.38 1.96 1.42  0.4008
22 H -4.70 4.08 2.61  0.4008
23 H -2.28 4.24 3.33  0.4191
24 H -0.70 2.38 2.88  0.3674
25 H 0.79 -0.82 3.48  0.3952
26 H 2.65 -2.52 3.75  0.3872
27 C 2.62 -4.99 -1.45  -0.7797
28 N 2.31 -3.90 -2.37  0.1007
29 C 3.37 -3.69 -3.36  -0.9454
30 C 1.50 -2.82 -1.96  -0.2004
31 C 1.90 -1.95 -0.92  -0.7056
32 C 1.08 -0.90 -0.52  -0.1377
33 C -0.18 -0.69 -1.11  0.0441
34 C -1.02 0.44 -0.63  0.4165
35 C -0.64 1.75 -0.89  0.1940
36 C -1.63 2.84 -0.87  -0.4089
37 O -2.87 2.76 -0.82  -0.7686
38 C -0.83 4.09 -1.04  0.2773
39 C 0.53 3.78 -1.24  -0.2807
40 C 1.47 4.79 -1.44  -0.3243
41 C 1.03 6.13 -1.40  -0.4631
42 C -0.32 6.43 -1.13  -0.4870
43 C -1.26 5.41 -0.96  -0.4560
44 C 0.74 2.28 -1.14  0.4507
45 O 1.84 1.72 -1.26  -0.7373
46 C -0.58 -1.54 -2.15  -0.4971
47 C 0.26 -2.55 -2.60  -0.5072
48 H 1.72 -5.32 -0.91  0.1271
49 H 3.02 -5.82 -2.05  0.3486
50 H 3.41 -4.69 -0.72  0.2853
51 H 3.04 -2.94 -4.10  0.3019
52 H 4.30 -3.35 -2.87  0.2953
53 H 3.57 -4.66 -3.85  0.3216
54 H 2.86 -2.12 -0.42  0.4077
55 H 1.45 -0.18 0.22  0.4025
56 H -2.10 0.26 -0.65  0.8984
57 H 2.51 4.52 -1.63  0.4513
58 H 1.75 6.93 -1.57  0.3779
59 H -0.63 7.47 -1.07  0.3855
60 H -2.32 5.61 -0.77  0.4707
61 H -1.52 -1.33 -2.68  0.4762
62 H -0.04 -3.22 -3.41  0.4053

=====

Which of these has the lowest calculated total energy? C31H26GeI2MoN2O

=====

Which formula does entry 3 have? C31H26N2O3

=====

Which of these has the lowest calculated total energy? C31H26GeI2MoN2O